P.
The following is a quantum chemistry calculation of a cluster of 2 separate species, C4H13N2O2 in total, from the OMol25 dataset.

Results
LUMO level	-3.0	eV
total charge	+1

```
21
C4H13N2O2 ωB97M-V with the def2-TZVPD basis set
C 1.00 0.49 -2.03
C 1.36 1.36 -0.85
N 1.49 2.67 -1.11
O 1.54 0.94 0.30
H 0.62 -0.47 -1.71
H 1.94 0.30 -2.55
H 0.40 1.03 -2.76
H 1.30 3.04 -2.02
H 1.90 3.25 -0.41
C -1.73 -0.85 0.39
O -3.12 -0.94 0.56
C -1.00 -1.42 1.60
N 0.48 -1.20 1.45
H -1.41 0.18 0.23
H -1.49 -1.43 -0.50
H -3.44 -0.13 0.96
H -1.30 -0.90 2.51
H -1.17 -2.49 1.71
H 0.78 -0.25 1.04
H 0.91 -1.89 0.84
H 0.96 -1.30 2.34
```

The net atomic charges from natural (NBO), expressed in e, are:
1. C -0.718
2. C 0.705
3. N -0.771
4. O -0.704
5. H 0.224
6. H 0.264
7. H 0.246
8. H 0.411
9. H 0.422
10. C -0.078
11. O -0.686
12. C -0.238
13. N -0.707
14. H 0.172
15. H 0.186
16. H 0.482
17. H 0.223
18. H 0.230
19. H 0.477
20. H 0.425
21. H 0.435

Q.
The following is a quantum chemistry calculation of a cluster of 2 separate species, C4H13N2O2 in total, from the OMol25 dataset.

Results
LUMO level	-2.7	eV
total charge	+1

```
21
C4H13N2O2 ωB97M-V with the def2-TZVPD basis set
N -0.49 -1.37 0.19
C 0.67 -1.35 1.16
C 1.35 -0.02 1.06
N 1.73 0.27 -0.29
C 1.40 1.61 -0.73
C -0.02 1.71 -1.25
O -0.77 0.77 -1.32
H -0.16 -1.71 -0.70
H -0.87 -0.44 -0.02
H -1.29 -1.87 0.56
H 0.32 -1.53 2.16
H 1.31 -2.17 0.85
H 2.15 0.04 1.79
H 0.76 0.77 1.56
H 2.73 0.13 -0.48
H 1.52 2.35 0.05
H 2.04 1.88 -1.56
H -0.28 2.73 -1.55
H -3.66 -1.01 1.70
H -3.74 -0.67 0.21
O -3.11 -0.92 0.91
```

The net atomic charges from natural (NBO), expressed in e, are:
1. N -0.693
2. C -0.218
3. C -0.270
4. N -0.648
5. C -0.340
6. C 0.476
7. O -0.575
8. H 0.442
9. H 0.469
10. H 0.459
11. H 0.228
12. H 0.222
13. H 0.228
14. H 0.213
15. H 0.395
16. H 0.212
17. H 0.249
18. H 0.140
19. H 0.497
20. H 0.498
21. O -0.984

Stability ranking, top and bottom: P is the most stable and Q is the least stable.